{"formula": "C4H28N2O11", "method": "the ωB97M-V functional and the def2-TZVPD basis", "smiles": "CNC(=O)CNCO.O.O.O.O.O.O.O.O.O", "lumo_energy_ev": 0.24, "e_above_lowest_kcal_mol": 76.4, "molar_mass_g_mol": 280.27, "energy_ev": -30104.6156, "elements": ["C", "N", "C", "O", "C", "N", "C", "O", "H", "H", "H", "H", "H", "H", "H", "H", "H", "H", "O", "H", "H", "O", "H", "H", "O", "H", "H", "O", "H", "H", "O", "H", "H", "O", "H", "H", "O", "H", "H", "O", "H", "H", "O", "H", "H"], "xyz": [[-2.45, 1.24, 0.43], [-2.27, 0.80, -0.96], [-1.13, 0.20, -1.42], [-1.08, 0.02, -2.65], [0.09, 0.10, -0.54], [-0.06, -0.96, 0.49], [0.98, -1.96, 0.23], [0.35, -3.20, -0.14], [-2.22, 0.42, 1.11], [-1.86, 2.09, 0.73], [-3.56, 1.38, 0.46], [-3.13, 0.98, -1.46], [0.18, 1.15, -0.17], [1.01, -0.06, -1.11], [-0.21, -0.49, 1.40], [1.51, -1.81, -0.71], [1.51, -2.28, 1.15], [-0.34, -2.99, -0.79], [1.38, -0.35, -3.55], [0.45, -0.11, -3.30], [1.75, 0.40, -4.02], [-2.70, -1.88, 1.36], [-3.17, -1.39, 0.66], [-1.77, -1.95, 1.24], [0.79, 0.88, 2.79], [0.12, 0.67, 3.47], [1.58, 0.90, 3.33], [-0.37, -1.43, 3.56], [-1.22, -1.33, 4.01], [-0.39, -2.38, 3.25], [3.69, -0.62, -2.15], [3.29, -0.56, -3.02], [3.16, -1.35, -1.83], [0.90, 3.83, -0.20], [1.58, 3.25, -0.59], [1.12, 4.23, 0.63], [-1.62, 3.84, -1.37], [-0.79, 4.25, -1.06], [-1.41, 2.97, -1.74], [-0.69, -3.71, 2.30], [-0.55, -3.57, 1.33], [-1.63, -3.97, 2.23], [2.89, 1.86, -1.19], [3.24, 1.35, -1.89], [3.07, 1.52, -0.32]], "lowdin_charge": [-0.07, 0.02, -0.43, 0.02, -0.11, -0.01, -0.20, -0.09, 0.05, 0.08, 0.11, 0.14, 0.13, 0.09, 0.08, 0.10, 0.15, 0.11, -0.09, 0.01, 0.05, -0.06, 0.04, -0.04, -0.07, 0.03, 0.04, -0.10, 0.04, 0.01, -0.06, 0.01, 0.02, -0.05, 0.01, 0.05, -0.08, 0.00, 0.02, -0.07, 0.02, 0.08, -0.04, 0.00, 0.05]}

***

{"formula": "C16H48O8", "method": "the ωB97M-V functional and the def2-TZVPD basis", "smiles": "CCO.CCO.CCO.CCO.CCO.CCO.CCO.CCO", "lumo_energy_ev": 0.21, "e_above_lowest_kcal_mol": 113.2, "molar_mass_g_mol": 368.55, "energy_ev": -33745.5918, "elements": ["C", "C", "O", "H", "H", "H", "H", "H", "H", "C", "C", "O", "H", "H", "H", "H", "H", "H", "C", "C", "O", "H", "H", "H", "H", "H", "H", "C", "C", "O", "H", "H", "H", "H", "H", "H", "C", "C", "O", "H", "H", "H", "H", "H", "H", "C", "C", "O", "H", "H", "H", "H", "H", "H", "C", "C", "O", "H", "H", "H", "H", "H", "H", "C", "C", "O", "H", "H", "H", "H", "H", "H"], "xyz": [[-6.93, -5.39, -1.61], [-6.21, -6.24, -2.64], [-6.60, -7.59, -2.52], [-6.91, -4.30, -1.63], [-6.48, -5.55, -0.63], [-7.97, -5.70, -1.56], [-5.14, -6.12, -2.54], [-6.38, -5.92, -3.66], [-6.69, -7.92, -3.42], [-1.75, -3.50, -7.66], [-1.29, -3.00, -8.97], [-1.73, -1.68, -9.05], [-1.34, -4.45, -7.31], [-2.83, -3.60, -7.62], [-1.53, -2.77, -6.88], [-1.62, -3.68, -9.76], [-0.21, -3.08, -9.13], [-0.95, -1.13, -9.00], [5.14, -1.48, -7.25], [4.41, -1.63, -5.97], [3.46, -0.58, -5.82], [5.86, -2.29, -7.21], [5.57, -0.49, -7.41], [4.56, -1.92, -8.06], [5.03, -1.56, -5.08], [3.95, -2.61, -5.86], [2.77, -0.77, -6.45], [1.10, 1.84, 10.77], [0.48, 0.83, 9.77], [-0.61, 0.22, 10.37], [1.98, 2.38, 10.42], [1.33, 1.43, 11.75], [0.44, 2.68, 11.00], [1.29, 0.13, 9.58], [0.28, 1.38, 8.85], [-0.76, -0.61, 9.91], [-0.48, 6.42, -3.23], [0.12, 5.14, -3.83], [1.15, 5.50, -4.68], [0.20, 7.07, -2.68], [-1.37, 6.16, -2.67], [-0.83, 7.01, -4.07], [-0.65, 4.43, -4.14], [0.54, 4.60, -2.98], [1.93, 5.44, -4.12], [-2.84, 6.33, 3.63], [-2.80, 7.82, 3.28], [-3.68, 8.55, 4.10], [-2.55, 6.14, 4.66], [-2.05, 5.89, 3.02], [-3.78, 5.84, 3.39], [-2.87, 7.84, 2.19], [-1.79, 8.18, 3.43], [-4.48, 8.78, 3.62], [-0.22, -0.65, 1.48], [-0.09, -1.74, 0.38], [-0.26, -1.20, -0.92], [-1.26, -0.35, 1.46], [0.50, 0.17, 1.41], [-0.13, -1.10, 2.47], [-0.85, -2.52, 0.53], [0.84, -2.30, 0.34], [0.50, -0.75, -1.29], [5.28, -2.33, 5.53], [6.10, -2.66, 6.81], [7.22, -1.90, 7.14], [5.84, -2.10, 4.62], [4.83, -1.37, 5.76], [4.53, -3.12, 5.40], [6.53, -3.66, 6.71], [5.42, -2.59, 7.66], [7.73, -2.30, 7.85]], "lowdin_charge": [-0.09, -0.35, -0.07, 0.07, 0.07, 0.07, 0.10, 0.11, 0.08, -0.10, -0.37, -0.06, 0.07, 0.08, 0.08, 0.11, 0.11, 0.09, -0.10, -0.35, -0.08, 0.07, 0.09, 0.07, 0.11, 0.11, 0.08, -0.09, -0.34, -0.06, 0.07, 0.07, 0.06, 0.10, 0.10, 0.09, -0.09, -0.36, -0.06, 0.07, 0.07, 0.07, 0.11, 0.10, 0.09, -0.10, -0.35, -0.06, 0.07, 0.07, 0.07, 0.11, 0.10, 0.08, -0.08, -0.31, -0.09, 0.07, 0.07, 0.06, 0.11, 0.10, 0.08, -0.07, -0.33, -0.09, 0.07, 0.06, 0.07, 0.10, 0.10, 0.08]}

***

{"formula": "C3H12NOS", "method": "the ωB97M-V functional and the def2-TZVPD basis", "charge": 1, "lumo_energy_ev": -3.44, "e_above_lowest_kcal_mol": 17.8, "molar_mass_g_mol": 110.20, "energy_ev": -17671.6803, "elements": ["C", "C", "C", "S", "N", "H", "H", "H", "H", "H", "H", "H", "H", "H", "H", "H", "H", "O"], "xyz": [[0.17, 0.74, 1.60], [0.20, 0.89, 0.07], [-0.97, 0.07, -0.59], [-1.36, 0.57, -2.30], [0.01, 2.33, -0.33], [1.00, 0.10, 1.92], [-0.78, 0.30, 1.90], [0.34, 1.70, 2.08], [1.12, 0.60, -0.44], [-0.57, -0.93, -0.70], [-1.84, 0.31, 0.01], [-0.41, -0.15, -2.90], [-0.31, 2.37, -1.32], [-0.64, 2.87, 0.22], [0.87, 2.86, -0.32], [1.51, -4.79, 1.01], [0.95, -4.98, -0.42], [0.69, -4.89, 0.51]], "lowdin_charge": [-0.02, -0.37, -0.47, 0.79, 0.17, 0.10, 0.09, 0.09, 0.15, 0.09, 0.08, -0.11, 0.08, 0.17, 0.17, 0.04, 0.03, -0.06]}

***

{"formula": "C3H8N2", "method": "the ωB97M-V functional and the def2-TZVPD basis", "smiles": "[H]/N=C(/C)NC", "lumo_energy_ev": 0.92, "e_above_lowest_kcal_mol": 47.8, "molar_mass_g_mol": 72.11, "energy_ev": -6219.7741, "elements": ["H", "N", "C", "C", "N", "C", "H", "H", "H", "H", "H", "H", "H"], "xyz": [[-1.60, -1.98, 0.13], [-1.88, -0.99, 0.09], [-0.85, -0.28, 0.00], [-1.05, 1.16, -0.07], [0.40, -0.84, -0.23], [1.66, -0.06, 0.07], [-0.62, 1.48, -0.95], [-2.12, 1.18, -0.11], [-0.64, 1.84, 0.76], [0.61, -1.79, -0.35], [2.13, 0.61, -0.81], [2.39, -0.89, 0.48], [1.58, 0.55, 1.00]], "lowdin_charge": [0.05, 0.11, -0.57, -0.05, -0.03, -0.11, 0.05, 0.07, 0.11, 0.09, 0.11, 0.10, 0.07]}

***

{"formula": "C53H55FN2O3P2PdTe", "method": "the ωB97M-V functional and the def2-TZVPD basis", "charge": 1, "spin_multiplicity": 6, "lumo_energy_ev": [-1.68, -4.14], "molar_mass_g_mol": 1083.00, "energy_ev": -97034.1674, "elements": ["Pd", "C", "C", "P", "C", "C", "C", "C", "C", "C", "C", "C", "C", "C", "C", "C", "P", "C", "C", "C", "C", "C", "C", "C", "C", "C", "C", "C", "C", "H", "H", "H", "H", "H", "H", "H", "H", "H", "H", "H", "H", "H", "H", "H", "H", "H", "H", "H", "H", "H", "H", "H", "H", "N", "C", "C", "O", "O", "H", "H", "H", "H", "F", "C", "C", "C", "C", "C", "C", "Te", "N", "C", "O", "C", "C", "C", "C", "C", "C", "C", "C", "C", "C", "C", "C", "C", "C", "C", "C", "C", "C", "H", "H", "H", "H", "H", "H", "H", "H", "H", "H", "H", "H", "H", "H", "H", "H", "H", "H", "H", "H", "H", "H", "H", "H", "H", "H", "H"], "xyz": [[-1.09, -0.45, 0.68], [1.86, -3.07, 1.63], [1.68, -2.61, 0.19], [-0.07, -2.33, -0.32], [-0.98, -3.77, 0.17], [-2.36, -3.68, 0.38], [-3.16, -4.79, 0.67], [-2.50, -5.99, 0.91], [-1.09, -6.09, 0.85], [-0.33, -5.00, 0.42], [-0.15, -2.23, -2.14], [-1.28, -1.64, -2.67], [-1.50, -1.60, -3.99], [-0.58, -2.24, -4.84], [0.54, -2.89, -4.35], [0.75, -2.92, -2.99], [1.79, -1.95, 3.07], [1.48, -3.09, 4.44], [2.51, -3.44, 5.30], [2.37, -4.35, 6.34], [1.13, -5.02, 6.41], [0.09, -4.67, 5.57], [0.27, -3.70, 4.59], [3.32, -1.11, 3.28], [4.21, -0.96, 2.17], [5.31, -0.14, 2.34], [5.54, 0.55, 3.53], [4.73, 0.30, 4.64], [3.61, -0.49, 4.51], [2.82, -3.56, 1.81], [1.07, -3.79, 1.84], [2.06, -3.43, -0.45], [2.23, -1.71, -0.10], [-2.87, -2.78, 0.23], [-4.20, -4.63, 0.75], [-3.00, -6.91, 1.21], [-0.54, -7.02, 0.99], [0.72, -5.14, 0.22], [-1.97, -1.18, -2.01], [-2.37, -1.11, -4.36], [-0.71, -2.31, -5.90], [1.18, -3.36, -5.04], [1.58, -3.53, -2.59], [3.48, -3.03, 5.11], [3.23, -4.71, 6.91], [0.90, -5.80, 7.09], [-0.88, -5.07, 5.81], [-0.50, -3.40, 3.90], [3.98, -1.49, 1.26], [5.97, 0.12, 1.52], [6.44, 1.17, 3.68], [4.85, 0.88, 5.54], [2.83, -0.57, 5.34], [-1.67, 1.22, 2.23], [-1.49, 0.75, 3.61], [-0.27, -0.20, 3.70], [0.60, -0.08, 4.52], [-0.31, -1.20, 2.86], [-1.14, 2.05, 2.10], [-2.68, 1.32, 2.07], [-2.38, 0.12, 3.88], [-1.45, 1.58, 4.35], [-2.99, -0.46, 0.12], [1.22, 0.75, -7.09], [0.81, 0.99, -5.65], [1.70, 0.82, -4.59], [1.36, 1.13, -3.27], [2.30, 0.60, -2.15], [0.12, 1.72, -3.04], [-0.65, 1.77, -1.09], [-3.10, 3.22, 0.46], [-4.25, 2.41, 0.50], [-4.31, 1.69, 1.47], [-5.39, 2.61, -0.46], [-6.64, 2.69, 0.07], [-7.73, 2.77, -0.76], [-7.54, 2.72, -2.14], [-6.26, 2.55, -2.68], [-5.18, 2.49, -1.83], [0.79, 3.09, -0.36], [1.78, 2.72, 0.58], [1.73, 1.39, 1.28], [2.77, 3.65, 0.87], [2.85, 4.91, 0.29], [3.94, 5.91, 0.63], [1.79, 5.27, -0.56], [0.76, 4.39, -0.85], [-0.38, 4.89, -1.71], [-0.78, 1.99, -4.10], [-2.17, 2.62, -3.94], [-0.45, 1.53, -5.37], [1.33, -0.32, -7.31], [2.14, 1.26, -7.35], [0.44, 1.14, -7.71], [2.69, 0.43, -4.72], [3.22, 0.19, -2.59], [1.79, -0.20, -1.61], [2.58, 1.34, -1.42], [-6.88, 2.74, 1.15], [-8.73, 2.86, -0.35], [-8.37, 2.76, -2.87], [-6.19, 2.49, -3.77], [-4.19, 2.31, -2.23], [1.67, 0.51, 0.61], [0.91, 1.29, 1.95], [2.69, 1.30, 1.83], [3.44, 3.28, 1.63], [3.55, 6.94, 0.68], [4.66, 5.92, -0.20], [4.39, 5.62, 1.59], [1.73, 6.28, -0.94], [-0.29, 5.99, -1.84], [-1.35, 4.65, -1.32], [-0.33, 4.47, -2.65], [-2.93, 2.00, -4.36], [-2.10, 3.52, -4.62], [-2.30, 2.84, -2.89], [-1.25, 1.72, -6.13]], "lowdin_charge": [0.71, -0.33, -0.35, 0.97, -0.35, -0.08, -0.04, -0.06, -0.06, -0.09, -0.34, -0.14, -0.06, -0.05, -0.07, -0.06, 1.17, -0.33, -0.09, -0.04, -0.06, -0.06, -0.08, -0.35, -0.08, -0.09, -0.07, -0.07, -0.10, 0.11, 0.05, 0.09, 0.05, 0.06, 0.10, 0.11, 0.11, 0.10, 0.07, 0.11, 0.10, 0.09, 0.11, 0.09, 0.12, 0.10, 0.11, 0.10, 0.09, 0.11, 0.12, 0.11, 0.13, -0.03, -0.13, -0.65, 0.05, -0.22, 0.05, 0.03, 0.15, 0.14, -0.56, -0.03, -0.24, -0.01, -0.26, -0.04, -0.39, 1.57, 0.32, -0.50, 0.08, -0.17, -0.04, -0.06, -0.06, -0.07, -0.03, -0.41, -0.30, -0.07, -0.01, -0.23, -0.04, 0.00, -0.29, -0.06, -0.31, -0.07, -0.02, 0.09, 0.08, 0.06, 0.11, 0.09, 0.03, 0.05, 0.14, 0.11, 0.11, 0.11, 0.08, 0.04, 0.04, 0.08, 0.12, 0.09, 0.08, 0.08, 0.12, 0.10, 0.04, 0.04, 0.07, 0.11, -0.02, 0.14]}